The following is a DFT calculation (ωB97M-V with the def2-TZVPD basis set) of a molecular structure, C7H17NO8Zn in a non-equilibrium geometry.

Structure (XYZ):
```
34
Properties=species:S:1:pos:R:3
Zn -18.59 -1.12 8.49
O -16.24 -0.34 11.41
C -16.98 -0.60 10.34
O -17.78 0.30 9.91
O -17.03 -1.72 9.76
H -16.51 0.58 11.63
O -21.43 1.73 8.25
C -20.66 1.12 7.31
O -19.98 0.10 7.67
O -20.68 1.57 6.15
H -21.88 2.39 7.69
C -18.17 -3.83 5.14
C -17.83 -2.83 6.25
C -17.33 -1.48 5.77
O -17.09 -0.60 6.87
C -16.37 0.56 6.49
N -19.00 -2.62 7.15
H -17.24 -4.30 4.78
H -18.71 -3.38 4.31
H -18.70 -4.69 5.55
H -17.01 -3.25 6.84
H -18.05 -0.94 5.13
H -16.40 -1.59 5.21
H -17.05 1.24 5.96
H -15.58 0.30 5.79
H -15.91 1.01 7.36
H -19.17 -3.55 7.51
H -19.79 -2.41 6.55
C -20.96 -0.99 10.49
O -19.90 -1.85 10.09
H -21.43 -1.41 11.38
H -20.63 0.02 10.73
H -21.75 -0.90 9.75
H -19.53 -2.28 10.86
```

Summary:
Maximum force = 3.3 eV/Å
E_LUMO = 0.13 eV
Orbital gap = 8.8 eV
Highest occupied orbital energy = -8.6 eV
Total charge = 0

***

The following is a DFT calculation (ωB97M-V with the def2-TZVPD basis set) of a gas-phase ion, C5H14N3 (charge +1) in a non-equilibrium geometry.

Structure (XYZ):
```
22
Properties=species:S:1:pos:R:3
C 1.31 -2.52 1.31
C 0.20 -1.30 1.04
C 0.61 -0.66 -0.27
C -0.20 0.53 -0.73
C 0.11 1.34 -1.79
N -0.71 2.35 -2.30
N -1.44 0.73 0.07
N 0.18 -0.30 2.23
H 0.91 -3.42 1.71
H 1.96 -2.06 2.04
H 1.57 -2.71 0.28
H -0.88 -1.55 0.97
H 1.68 -0.50 -0.24
H 0.55 -1.36 -1.19
H 1.20 1.19 -2.15
H -0.42 2.70 -3.27
H -1.68 2.13 -2.50
H -1.68 1.67 0.05
H -2.23 0.26 -0.42
H -0.61 0.33 2.02
H 0.06 -0.71 3.17
H 1.10 0.23 2.16
```

Summary:
Maximum force = 4.1 eV/Å
E_LUMO = -3.10 eV
SMILES string = C[C@@H]([NH3+])C/C(N)=C/N
Orbital gap = 8.5 eV
Highest occupied orbital energy = -11.6 eV
Total charge = +1